{
  "formula": "C37H42N5O3P2SSm",
  "method": "ωB97M-V/def2-TZVPD",
  "symbols": ["Sm", "O", "C", "C", "C", "C", "C", "C", "C", "O", "N", "N", "C", "C", "C", "C", "C", "C", "C", "O", "H", "H", "H", "H", "H", "H", "H", "H", "H", "H", "C", "P", "C", "N", "C", "C", "C", "C", "C", "C", "N", "C", "P", "C", "C", "C", "C", "C", "C", "C", "C", "C", "H", "H", "H", "H", "H", "H", "H", "H", "H", "H", "H", "H", "H", "H", "H", "H", "H", "H", "H", "H", "H", "H", "H", "H", "H", "H", "H", "H", "S", "C", "C", "C", "C", "C", "N", "H", "H", "H", "H"],
  "positions_angstrom": [[0.540638, 0.764845, 1.678590], [-1.271735, 4.149270, 5.688495], [-1.609626, 4.832909, 4.555201], [-2.452654, 5.982031, 4.735535], [-2.492171, 6.895274, 3.699110], [-2.065016, 6.506557, 2.413235], [-1.477059, 5.256472, 2.193878], [-1.200344, 4.373884, 3.276332], [-0.297231, 3.277306, 3.059086], [-0.003550, 2.946847, 1.866307], [0.229695, 2.658537, 4.152832], [1.018472, 1.592628, 3.853630], [1.867840, 1.119681, 4.777024], [2.766787, 0.088247, 4.635902], [3.346640, -0.414614, 5.793933], [4.123998, -1.598501, 5.809540], [4.320616, -2.291835, 4.630476], [3.920850, -1.776413, 3.390667], [3.035961, -0.635633, 3.374612], [2.351576, -0.335204, 2.278278], [-0.692141, 3.399239, 5.402737], [-2.970416, 6.208537, 5.637263], [-2.818604, 7.927669, 3.818845], [-2.304715, 7.197282, 1.608938], [-1.270133, 4.918364, 1.172720], [1.882607, 1.613772, 5.777653], [3.091885, 0.069477, 6.754040], [4.530311, -1.990189, 6.740716], [4.858359, -3.220257, 4.701669], [4.108522, -2.300615, 2.476013], [2.268566, -3.103139, -3.970547], [2.189724, -2.425548, -2.254399], [0.383979, -2.011158, -2.335086], [-0.414659, -3.047477, -2.099971], [-1.759796, -2.720377, -2.324201], [-2.663251, -3.736847, -2.057128], [-4.001676, -3.599845, -2.487717], [-4.436896, -2.387258, -3.040706], [-3.528512, -1.350388, -3.257795], [-2.176004, -1.492976, -2.940760], [-1.324878, -0.419956, -3.204170], [-0.031302, -0.751385, -2.929619], [1.201533, 0.521208, -3.174472], [1.001748, 1.293017, -1.421088], [0.462558, 1.754318, -4.480540], [1.611454, 2.766159, -4.886636], [-0.662630, 2.507398, -3.757484], [-0.125304, 1.058626, -5.691418], [2.367384, -3.974781, -1.151879], [1.681070, -5.206539, -1.687407], [1.792437, -3.568936, 0.234529], [3.898261, -4.230989, -0.986520], [3.280252, -3.527287, -4.223796], [2.045992, -2.310266, -4.685526], [1.603269, -3.969821, -4.158794], [-2.224378, -4.642266, -1.637423], [-4.777419, -4.389675, -2.341840], [-5.477563, -2.270698, -3.282683], [-3.747993, -0.393911, -3.716630], [1.748375, 2.119103, -1.292874], [1.229771, 0.458679, -0.714482], [0.029814, 1.712257, -1.229156], [2.130045, 3.206165, -4.012822], [1.079826, 3.538787, -5.471551], [2.324327, 2.206642, -5.503578], [-0.282525, 3.332391, -3.115806], [-1.226901, 1.756737, -3.143135], [-1.397337, 2.903296, -4.497015], [0.353208, 0.123001, -6.038203], [-0.218675, 1.726604, -6.570928], [-1.129819, 0.735250, -5.450459], [0.748826, -4.948877, -2.248586], [1.339631, -5.812076, -0.840841], [2.254831, -5.788694, -2.374276], [0.777408, -3.191019, 0.179130], [2.409888, -2.764260, 0.671520], [1.841593, -4.506115, 0.832524], [4.065201, -5.121232, -0.384135], [4.452527, -3.373809, -0.522759], [4.393556, -4.501105, -1.927993], [-0.989022, -1.459810, 2.180679], [-2.279346, -0.378369, 1.781656], [-3.648187, -0.759038, 1.997655], [-4.644243, 0.103216, 1.676329], [-4.360163, 1.421283, 1.192258], [-3.050296, 1.761867, 1.196220], [-2.041559, 0.898204, 1.443137], [-3.858515, -1.730270, 2.464126], [-5.662912, -0.110401, 1.988904], [-5.149728, 2.116450, 0.918099], [-2.744911, 2.740366, 0.814845]],
  "forces_ev_per_a": [[-0.097, -0.428, 0.083], [-0.562, 0.553, -0.832], [-0.753, -0.716, 1.159], [1.459, -0.223, -1.279], [0.157, -0.587, -0.598], [0.109, -0.485, 0.036], [-0.745, 0.272, 0.081], [-0.522, 2.787, 0.279], [1.181, -1.557, 2.129], [0.434, -0.348, -0.784], [-1.289, 1.356, -0.537], [2.152, -1.458, 0.761], [-3.158, 3.510, -0.633], [1.669, -3.144, -2.061], [0.856, -1.171, 1.147], [-1.028, 1.307, 0.430], [0.420, 0.721, -0.886], [-1.373, 1.094, 1.311], [-0.284, -0.464, 0.505], [0.570, 0.413, 0.467], [0.137, 0.015, 0.022], [0.269, -0.107, 0.885], [-0.458, -0.410, 0.175], [0.404, -0.260, -0.114], [0.184, 0.234, 0.467], [-0.311, -0.165, -0.801], [0.327, -0.196, -0.578], [-0.238, 0.161, -0.173], [0.198, -0.263, -0.289], [-0.024, -0.156, -0.336], [0.776, -1.184, -0.484], [0.960, 0.024, 0.230], [0.018, -1.888, -0.723], [-1.325, 3.141, -0.140], [1.286, 0.036, -0.416], [-1.849, -0.490, -0.904], [0.443, -0.578, 1.067], [1.012, 0.721, -0.111], [-0.452, -0.353, -0.069], [0.194, -0.040, 0.539], [1.986, -3.196, 0.850], [-2.872, 0.609, 0.338], [1.466, 0.993, -0.377], [1.178, 0.241, -0.555], [0.594, 0.763, 1.594], [-1.040, -1.103, 0.218], [-0.902, -0.064, 0.237], [-0.216, -0.807, -0.708], [0.316, 1.181, 0.036], [-1.925, 0.191, -0.202], [0.837, -0.459, -0.326], [0.064, 0.476, -0.144], [-0.676, 0.747, 0.428], [0.024, -0.013, 0.005], [-0.090, 0.633, 0.280], [-0.450, 0.131, -0.034], [1.016, 0.571, -0.043], [-0.195, 0.093, -0.188], [-0.548, -0.089, 0.037], [-0.461, -0.806, -0.024], [0.133, 0.314, -0.762], [-0.684, 0.019, 0.025], [-0.340, -0.175, -0.463], [0.609, -0.121, 0.174], [0.036, 0.432, 0.031], [-0.271, -0.484, -0.402], [0.322, 1.081, -0.494], [0.543, 0.069, 0.472], [0.341, 0.533, 0.231], [0.270, -0.103, 0.517], [-0.303, 0.002, 0.072], [0.745, -0.193, 0.618], [0.243, -0.267, -0.182], [0.773, -0.453, -0.259], [-0.249, -0.251, 0.034], [-0.180, -0.439, 0.048], [-0.142, 0.850, 0.105], [-0.201, -0.044, 0.439], [-0.592, -0.660, -0.412], [-0.203, 0.373, -0.092], [0.369, 0.044, -0.290], [-1.862, 0.467, 0.734], [0.905, -0.702, 0.002], [-0.622, 1.434, 0.369], [-0.564, -1.323, 0.696], [0.786, 0.515, -1.361], [0.834, -0.551, -0.098], [0.126, 0.444, -0.357], [0.004, -0.280, -0.464], [0.247, -0.134, 0.142], [0.073, -0.165, 0.480]],
  "energy_ev": -99961.56454,
  "e_above_lowest_kcal_mol": 50.5,
  "total_charge": 0,
  "homo_ev": [-7.60, -7.61],
  "lumo_energy_ha": [-0.033, -0.033],
  "orbital_gap_ev": [6.691, 6.699],
  "multiplicity": 6,
  "max_force_ev_per_a": 4.764
}